No. 1
Below is C3H4O3 as an isolated structure, with properties calculated with ωB97M-V with the def2-TZVPD basis set.

Structure (ORCA input):
```
! wB97M-V def2-TZVPD RIJCOSX def2/J DEFGRID3
* xyz 0 1
O -0.83189 1.15386 -0.79389
O -0.13194 1.91304 1.28183
O 0.91204 -0.98223 1.14489
C 0.51179 -0.20025 0.07576
C -0.05688 1.17428 0.35387
C -0.86903 -0.29238 -0.67116
H -0.94808 -0.80748 -1.62740
H -1.73045 -0.51978 -0.03555
H 1.82470 -1.26713 1.00180
H 1.27977 -0.12102 -0.70415
*
```

Calculated values
Kohn-Sham gap ... 0.400 Ha
ΔE to the lowest compared entry with this formula, charge and spin ... 40.5 kcal/mol
Maximum force ... 0.84 eV/A



No. 2
Below is one molecule with the formula C3H4O3, with properties calculated with ωB97M-V with the def2-TZVPD basis set.

Structure (ORCA input):
```
! wB97M-V def2-TZVPD RIJCOSX def2/J DEFGRID3
* xyz 0 1
O 0.70025 0.69901 1.33382
O -1.14859 -0.29456 0.79195
O -0.25001 -0.70946 -1.63253
C 0.57916 -0.49638 0.72045
C -0.49336 0.81862 0.33540
C 0.37889 0.06052 -0.68254
H 1.01311 -1.41428 1.12745
H -0.96873 1.80091 0.29747
H -1.04329 -1.05205 -1.18375
H 1.23259 0.58769 -1.10773
*
```

Calculated values
Kohn-Sham gap ... 0.416 Ha
ΔE to the lowest compared entry with this formula, charge and spin ... 101.0 kcal/mol
Maximum force ... 1.12 eV/A



No. 3
Below is a 3-piece molecular cluster, C3H4O3 overall, with properties calculated with ωB97M-V with the def2-TZVPD basis set.

Structure (ORCA input):
```
! wB97M-V def2-TZVPD RIJCOSX def2/J DEFGRID3
* xyz 0 1
O 1.10556 -1.02689 0.29802
O 3.10779 2.06556 0.83539
O -3.04933 -1.31230 0.02783
C -1.81158 0.68144 -0.78453
C -2.39688 -0.43889 -0.42475
C 3.76712 1.16786 1.02469
H -1.69887 0.71592 -1.90234
H -1.19804 1.31804 -0.15312
H 1.77285 -1.42389 0.81902
H 0.40138 -1.74685 0.25980
*
```

Calculated values
Kohn-Sham gap ... 0.365 Ha
ΔE to the lowest compared entry with this formula, charge and spin ... 49.3 kcal/mol
Maximum force ... 2.82 eV/A



No. 4
Below is one molecule with the formula C3H4O3, with properties calculated with ωB97M-V with the def2-TZVPD basis set.

Structure (ORCA input):
```
! wB97M-V def2-TZVPD RIJCOSX def2/J DEFGRID3
* xyz 0 1
O 2.76344 -0.70998 -0.57790
O 1.21538 0.72887 0.17516
O -2.05010 -0.53570 0.26118
C 1.63288 -0.31594 -0.57535
C -0.20171 0.81810 0.29383
C -0.76626 -0.56223 0.52800
H -0.63681 1.36865 -0.55440
H -2.37725 -1.43479 0.42622
H 0.81891 -0.75770 -1.18174
H -0.39847 1.40071 1.20499
*
```

Calculated values
Kohn-Sham gap ... 0.352 Ha
ΔE to the lowest compared entry with this formula, charge and spin ... 79.9 kcal/mol
Maximum force ... 0.79 eV/A



No. 5
Below is one molecule with the formula C3H4O3, with properties calculated with ωB97M-V with the def2-TZVPD basis set.

Structure (ORCA input):
```
! wB97M-V def2-TZVPD RIJCOSX def2/J DEFGRID3
* xyz 0 1
O -0.33871 1.09520 1.94281
O 0.70603 0.75305 -1.51481
O 1.69201 0.79356 1.05118
C -0.61245 -1.00507 -0.49236
C 0.15587 0.08677 -0.44383
C 0.50209 0.73634 0.89966
H 0.50863 0.21783 -2.25035
H -0.99541 -1.60441 0.30482
H -1.07753 0.38998 1.94353
H -0.54052 -1.46325 -1.44065
*
```

Calculated values
Kohn-Sham gap ... 0.381 Ha
ΔE to the lowest compared entry with this formula, charge and spin ... 43.8 kcal/mol
Structure (SMILES) ... C=C(O)C(=O)O
Maximum force ... 3.23 eV/A



No. 6
Below is one molecule with the formula C3H4O3, with properties calculated with ωB97M-V with the def2-TZVPD basis set.

Structure (ORCA input):
```
! wB97M-V def2-TZVPD RIJCOSX def2/J DEFGRID3
* xyz 0 1
O 0.05357 -1.11066 -0.98556
O 2.32127 -0.41857 0.72287
O -1.99957 0.10761 -0.34768
C 0.31675 0.34582 -0.25733
C 1.11810 -0.40655 0.76422
C -1.07855 0.82857 -0.04565
H -1.28513 1.85153 0.31441
H 0.49701 -1.05470 1.38926
H 0.97083 1.24460 -0.54319
H -0.91430 -1.38765 -1.01134
*
```

Calculated values
Kohn-Sham gap ... 0.368 Ha
ΔE to the lowest compared entry with this formula, charge and spin ... 76.4 kcal/mol
Structure (SMILES) ... O=CC(O)C=O
Maximum force ... 2.33 eV/A



No. 7
Below is one molecule with the formula C3H4O3, with properties calculated with ωB97M-V with the def2-TZVPD basis set.

Structure (ORCA input):
```
! wB97M-V def2-TZVPD RIJCOSX def2/J DEFGRID3
* xyz 0 1
O -1.56011 -0.23165 0.64936
O -0.29197 1.70548 0.21499
O 1.97298 0.23388 -0.44183
C -0.32148 0.50725 0.15855
C -1.71416 -0.33258 -0.61721
C 0.89563 -0.39565 0.18420
H 0.70823 -1.34283 -0.32414
H 1.93918 1.16796 -0.18722
H 1.09327 -0.60522 1.25004
H -2.72157 -0.70664 -0.88673
*
```

Calculated values
Kohn-Sham gap ... 0.346 Ha
ΔE to the lowest compared entry with this formula, charge and spin ... 101.7 kcal/mol
Maximum force ... 0.74 eV/A



No. 8
Below is a 2-piece molecular cluster, C3H4O3P overall, with properties calculated with ωB97M-V with the def2-TZVPD basis set.

Structure (ORCA input):
```
! wB97M-V def2-TZVPD RIJCOSX def2/J DEFGRID3
* xyz -1 1
P -1.98252 0.32702 0.05359
O 1.32687 2.27784 0.09214
O -2.40646 0.08429 1.44957
O -2.99964 0.64615 -0.97438
C 0.13018 2.44463 0.07460
C -0.60109 -0.68380 -0.53278
C 0.26785 -1.21624 0.31871
H -0.27092 3.49597 0.12077
H 1.17208 -1.70922 0.00553
H 0.06657 -1.17081 1.37694
H -0.42860 -0.64791 -1.60128
*
```

Calculated values
Kohn-Sham gap (alpha / beta) ... 0.247 / 0.247 Ha
ΔE to the lowest compared entry with this formula, charge and spin ... 67.9 kcal/mol
Maximum force ... 1.86 eV/A



Repeat the third record exactly.
Below is a 3-piece molecular cluster, C3H4O3 overall, with properties calculated with ωB97M-V with the def2-TZVPD basis set.

Structure (ORCA input):
```
! wB97M-V def2-TZVPD RIJCOSX def2/J DEFGRID3
* xyz 0 1
O 1.10556 -1.02689 0.29802
O 3.10779 2.06556 0.83539
O -3.04933 -1.31230 0.02783
C -1.81158 0.68144 -0.78453
C -2.39688 -0.43889 -0.42475
C 3.76712 1.16786 1.02469
H -1.69887 0.71592 -1.90234
H -1.19804 1.31804 -0.15312
H 1.77285 -1.42389 0.81902
H 0.40138 -1.74685 0.25980
*
```

Calculated values
Kohn-Sham gap ... 0.365 Ha
ΔE to the lowest compared entry with this formula, charge and spin ... 49.3 kcal/mol
Maximum force ... 2.82 eV/A